Record 1
54
Properties=species:S:1:pos:R:3:forces:R:3 method="wB97M-V/def2-TZVPD" energy_ev=-31818.3196 molar_mass_g_mol=365.477 homo_energy_ev=-8.02 smiles="Cc1ccc2cc3cc(C(=O)NCCCN4CCCCCC4)oc3nc2c1" multiplicity=1 orbital_gap_ev=7.71
C 1.101086 6.915833 3.492684 -0.0008 -0.0156 -0.0031
C 1.659155 5.839667 2.615508 -0.1637 -0.3366 0.1249
C 2.579659 6.188628 1.601216 0.1903 -0.1013 -0.2449
C 3.112317 5.244134 0.776753 -0.0218 0.2342 0.0735
C 2.758971 3.881565 0.910167 -0.2139 -0.1273 0.2269
C 3.283257 2.882601 0.074874 -0.1968 -0.4194 0.1448
C 2.865257 1.589004 0.292479 -0.2881 0.3091 0.4228
C 3.102700 0.305197 -0.280227 -0.3357 -0.7897 0.2469
C 2.347073 -0.574400 0.429707 0.7481 0.6962 -0.8359
C 2.189259 -2.031887 0.233621 -0.1348 -0.1634 0.3213
O 2.726037 -2.620995 -0.685611 0.0830 0.1450 -0.1570
N 1.411078 -2.619747 1.167643 -0.1094 0.1806 0.2369
C 0.971156 -3.990407 1.069734 -0.1789 -0.3196 -0.0037
C -0.524496 -4.072454 0.761211 0.3309 0.1722 -0.3061
C -0.848167 -3.480349 -0.615779 -0.0885 -0.1211 0.3740
N -2.284264 -3.415716 -0.818494 -0.0494 -0.0926 0.0828
C -2.733458 -3.805266 -2.138001 0.2125 -0.0652 -0.2307
C -2.236423 -2.925003 -3.298729 -0.2237 -0.0535 0.0501
C -3.123325 -1.717225 -3.616313 0.0208 -0.0123 0.0670
C -3.717829 -1.004148 -2.396426 0.1859 0.0908 -0.0876
C -2.796958 -0.949287 -1.177751 -0.2433 -0.1532 0.0902
C -2.898411 -2.211659 -0.303761 0.0587 0.1488 0.0135
O 1.630957 0.044398 1.425147 -0.2664 -0.3908 0.2503
C 1.933259 1.355433 1.352842 0.3823 1.4308 -0.1520
N 1.425209 2.251056 2.147455 -0.1440 -1.0151 -0.0425
C 1.829109 3.520675 1.935968 0.3420 0.1135 -0.3807
C 1.300827 4.527518 2.769094 0.0647 0.4192 0.0123
H 0.573966 7.656000 2.891610 -0.0529 0.0800 0.0172
H 1.905621 7.428900 4.018331 0.0083 0.0702 0.0689
H 0.411598 6.504081 4.224349 -0.0519 0.0278 0.0676
H 2.856998 7.226845 1.488094 0.0518 0.0998 -0.0399
H 3.815223 5.519246 0.003108 0.0636 0.0569 -0.0636
H 3.986061 3.131630 -0.707347 0.0584 0.0286 -0.0657
H 3.741549 0.059676 -1.103408 0.0972 -0.1704 -0.1706
H 0.964384 -2.031327 1.855198 0.0905 0.0337 -0.0685
H 1.189663 -4.505736 2.010613 0.0508 -0.0083 -0.1396
H 1.554213 -4.447870 0.267206 -0.0209 -0.0304 0.1484
H -0.844576 -5.113723 0.787583 -0.0640 -0.0310 0.0320
H -1.081819 -3.535410 1.531345 -0.0748 -0.0186 0.0605
H -0.373750 -2.491454 -0.700921 0.0174 -0.0648 -0.1247
H -0.404248 -4.121780 -1.379459 0.0322 0.0543 -0.0494
H -3.825779 -3.825156 -2.125561 -0.0687 -0.0906 -0.0363
H -2.386952 -4.831180 -2.297565 -0.1006 0.0203 -0.0396
H -1.225977 -2.587516 -3.062352 0.0800 -0.0429 -0.0325
H -2.162016 -3.536918 -4.200340 0.0960 -0.0075 -0.0120
H -3.949260 -2.036823 -4.256363 0.0309 0.0348 -0.0832
H -2.527074 -1.005639 -4.193124 -0.0685 0.0113 -0.0636
H -4.647318 -1.496855 -2.101300 -0.0696 0.0411 0.0170
H -3.980514 0.013317 -2.696476 -0.0995 -0.0416 0.0146
H -3.084488 -0.098049 -0.555864 0.0691 0.0277 0.0160
H -1.763977 -0.789385 -1.491109 0.1181 0.0895 0.0365
H -3.958675 -2.430436 -0.132595 0.0022 0.1076 0.0709
H -2.447498 -2.003493 0.669509 -0.0667 -0.0166 0.0456
H 0.601608 4.221890 3.531825 -0.0886 -0.0247 0.0996

Record 2
69
Properties=species:S:1:pos:R:3:forces:R:3 method="wB97M-V/def2-TZVPD" energy_ev=-223934.3220 molar_mass_g_mol=1267.356 total_charge=-1 homo_energy_ev=-4.79 multiplicity=1 orbital_gap_ev=6.63
In 0.220617 -0.250764 -0.995707 -0.5691 -0.4822 0.1277
C 3.370840 1.832390 2.020687 0.0608 -0.0648 -0.0275
O 1.982531 2.180896 2.143829 0.0376 0.0571 -0.0246
C 1.254774 1.971321 1.052888 0.1898 0.0669 -0.1410
O 1.709905 1.541042 0.001142 -0.4637 -0.0972 0.3366
N -0.028469 2.379132 1.229856 0.1882 0.0393 0.0131
N -0.932553 1.957552 0.260264 -0.1443 -0.2485 -0.0241
H 3.860746 2.269633 2.883725 -0.0189 -0.0014 0.0480
H 3.786914 2.232574 1.099216 -0.0038 0.0250 0.0039
H 3.486439 0.750702 2.021509 -0.0425 -0.0251 -0.0066
H -0.335745 2.462111 2.185131 -0.0536 -0.0298 0.0948
H -1.428274 2.740163 -0.143043 0.0169 0.0222 -0.0804
H -1.581728 1.288367 0.659707 0.0020 -0.0945 -0.0084
Cl -1.023669 -6.313927 2.157283 -0.0600 -0.0153 -0.0114
C -0.822234 -4.624774 1.844462 0.0303 0.1263 -0.0283
C -0.817683 -3.715869 2.889393 -0.0121 -0.0159 -0.0960
Cl -1.071468 -4.245112 4.517468 0.0187 0.0145 0.0226
C -0.608016 -2.357889 2.612622 0.0406 0.0205 -0.0392
Cl -0.608266 -1.183749 3.892732 0.0022 0.0032 0.0156
C -0.382867 -1.897289 1.323177 -0.0135 0.0746 0.1269
O -0.163479 -0.611036 1.070493 0.0072 0.2142 -0.3382
C -0.401203 -2.827070 0.240432 -0.0167 -0.0670 -0.1337
O -0.205027 -2.388341 -0.977896 0.1297 0.0158 0.1752
C -0.637797 -4.171698 0.531829 0.0000 0.0566 0.0029
Cl -0.703180 -5.270200 -0.806328 0.0461 -0.0134 0.0149
Te 2.561734 -1.258732 -1.953770 -0.0214 0.1017 -0.1423
C 3.909920 0.303955 -2.397739 0.0110 -0.0416 -0.1141
C 3.963071 1.616830 -2.030838 0.0195 0.1363 -0.0281
C 5.079224 2.313975 -2.586136 -0.0856 0.0186 0.0411
C 5.860178 1.521546 -3.364141 0.1032 -0.2016 -0.1313
S 5.236973 -0.079147 -3.433340 -0.0708 0.1580 0.0222
H 3.222561 2.067376 -1.387507 0.0913 0.0015 -0.0859
H 5.280060 3.362994 -2.409395 -0.0096 -0.0385 -0.0172
H 6.757523 1.771621 -3.912501 -0.0781 0.0491 0.0992
F -3.819201 2.175577 -3.539847 -0.0449 0.0032 0.0181
C -3.909012 1.718619 -4.790692 0.1862 -0.1145 -0.0393
C -3.113163 0.673420 -5.235913 0.0584 -0.1558 0.2272
C -3.265095 0.308997 -6.563680 0.0563 0.0176 0.1659
F -2.521362 -0.689780 -7.062273 -0.0299 -0.0002 -0.0393
C -4.156873 0.925536 -7.417207 0.0222 -0.0398 -0.0826
F -4.269208 0.546917 -8.693121 -0.0118 -0.0171 -0.0122
C -4.942975 1.952685 -6.933220 -0.0158 -0.0099 0.0069
F -5.815715 2.557749 -7.734911 -0.0704 0.0684 -0.0743
C -4.818797 2.352612 -5.617997 -0.0480 0.0408 -0.0175
F -5.577258 3.352941 -5.162740 -0.0209 0.0521 0.0332
Ge -1.793140 -0.332179 -4.101791 0.0282 -0.0567 -0.7386
S -2.138813 0.013903 -2.015924 0.6809 0.3566 0.3166
C -2.062788 -2.262958 -4.433500 -0.1743 0.2185 0.1611
C -1.042809 -3.188123 -4.308309 -0.1443 0.1124 -0.0338
F 0.206188 -2.774035 -4.126271 0.2171 0.0351 0.0655
C -1.273301 -4.548476 -4.375400 0.0555 -0.0660 -0.0121
F -0.271648 -5.422811 -4.297870 0.0294 -0.0062 0.0469
C -2.566027 -5.005984 -4.536708 -0.0073 -0.0316 0.0013
F -2.806303 -6.312940 -4.599631 -0.0123 -0.1058 -0.0125
C -3.614220 -4.111256 -4.636452 -0.0659 -0.0068 -0.0041
F -4.861896 -4.564416 -4.791462 -0.0502 -0.0047 -0.0012
C -3.347408 -2.759818 -4.575385 0.2201 0.0899 -0.0354
F -4.385370 -1.910022 -4.658564 -0.1029 -0.0321 0.0001
C -0.121709 0.291299 -5.000706 -0.1341 -0.0735 0.3539
C 0.475432 -0.345787 -6.077181 -0.0862 -0.0113 0.1361
F 0.027814 -1.526900 -6.512689 0.0421 -0.0016 -0.0268
C 1.536915 0.213155 -6.763702 0.0001 -0.0433 -0.0961
F 2.084468 -0.418629 -7.804039 0.0257 -0.0292 -0.0081
C 2.009371 1.458873 -6.399852 -0.0018 -0.0312 0.0206
F 2.998411 2.019098 -7.086932 0.1164 0.0675 -0.0580
C 1.432086 2.129431 -5.340181 0.0313 0.0977 0.0327
F 1.840994 3.360736 -5.026988 0.0855 -0.0462 0.0719
C 0.400889 1.525889 -4.649660 -0.1552 -0.0245 -0.0056
F -0.136998 2.216467 -3.630040 -0.0105 -0.0161 -0.0265

Record 3
20
Properties=species:S:1:pos:R:3:forces:R:3 method="wB97M-V/def2-TZVPD" energy_ev=-11420.0579 molar_mass_g_mol=127.167 total_charge=+1 homo_energy_ev=-14.07 smiles="C=C[C@H](O)C1=[NH+]CCN1" multiplicity=1 orbital_gap_ev=10.57
C 3.168141 -0.922559 -0.668529 -0.3268 0.8168 2.3719
C 2.318579 -0.306549 0.167055 -0.5547 -0.0237 0.8801
C 1.246748 0.699028 -0.212520 -0.6111 -1.0125 0.1207
O 1.495337 2.014250 0.261965 -0.8662 -0.8107 -1.6633
C -0.292205 0.262385 0.099012 0.0231 -0.0441 -0.4635
N -1.109840 1.173568 -0.408157 0.7522 -0.0419 0.4157
C -2.506638 0.795508 -0.412457 -1.8639 0.0940 1.6307
C -2.392733 -0.664486 0.251889 -1.6164 -1.5922 0.2741
N -0.963829 -0.822031 0.533035 0.5565 4.5110 -1.6742
H 3.949689 -1.444566 -0.121080 -0.0142 -0.4083 -0.7276
H 3.200789 -0.787129 -1.721830 -0.0345 0.0104 -0.6651
H 2.373507 -0.480480 1.292807 0.1943 0.1852 -1.5527
H 1.117772 0.801234 -1.296246 0.5721 -0.1008 0.1228
H 1.590795 1.980892 1.192731 0.3844 0.0775 1.6803
H -0.698903 2.102555 -0.371868 -0.5915 0.2171 -0.5548
H -2.990464 0.680585 -1.414473 0.8655 0.3386 0.6889
H -3.133609 1.588810 0.170638 1.0605 -1.6830 -0.8210
H -2.977759 -0.968780 1.216848 0.7842 1.1611 -1.8272
H -2.667858 -1.434446 -0.534113 0.1748 0.9142 0.9374
H -0.495306 -1.615936 0.779554 1.1117 -2.6087 0.8270

Record 4
47
Properties=species:S:1:pos:R:3:forces:R:3 method="wB97M-V/def2-TZVPD" energy_ev=-124157.7654 molar_mass_g_mol=880.285 total_charge=+3 homo_energy_ev="-14.32 / -17.00" multiplicity=5 s_squared=6.07 orbital_gap_ev="5.43 / 3.75"
Pt -0.435416 1.065032 1.305155 1.8762 -2.4873 -2.3216
I -0.846198 -3.542415 -1.608304 -1.6016 0.6773 1.4736
C -2.063686 -2.692343 -0.059203 1.6269 -0.1449 -1.2659
C -3.296802 -3.213672 0.287017 0.3418 -1.4792 -0.1243
C -4.094865 -2.664883 1.282322 -0.9960 -0.3112 0.5446
I -5.318478 -3.904401 2.441761 0.7179 0.4373 -0.9274
C -3.897551 -1.312138 1.644585 -0.2266 1.3451 1.8880
C -4.693935 -0.634525 2.581659 0.0979 -0.1083 -1.2553
C -4.250838 0.556929 3.123099 0.8177 1.6874 1.2705
C -3.014899 1.076308 2.745830 -1.3193 -0.2146 0.1377
N -2.269824 0.526251 1.753905 -1.5763 -1.2840 0.8775
C -2.670437 -0.717360 1.304705 1.1570 -0.0284 -0.8216
C -1.671324 -1.471308 0.586494 0.8894 1.9688 1.0322
O -0.438637 -0.995401 0.648439 -1.0236 0.5614 -0.2209
H -3.524888 -4.160786 -0.105832 -0.6137 -1.0990 -0.6559
H -5.664403 -1.006642 2.808438 -0.5169 -0.3064 0.3801
H -4.810280 1.095240 3.936495 0.5567 -0.7216 -1.0502
H -2.561345 1.935085 3.185785 -0.1037 0.5569 0.3722
C -1.947043 4.844678 1.561929 -0.2324 -1.1018 -0.1033
S -0.581087 4.063897 0.692170 -1.2891 0.4088 0.9285
C -1.578024 3.336393 -0.632284 1.4946 -0.4389 0.0747
O -0.230651 3.014192 1.818340 -0.3833 -0.5669 -0.5568
H -2.309725 5.642163 0.971447 -0.1869 1.2899 -0.3985
H -1.539689 5.118958 2.520413 -0.0434 0.4135 0.2658
H -2.793818 4.134706 1.661274 0.7358 0.1145 0.0547
H -1.816831 4.216760 -1.228986 -0.0503 -0.2142 -0.3641
H -2.444317 2.819698 -0.265775 -0.4782 -0.0327 0.3166
H -0.907154 2.598635 -1.123323 -0.6609 0.8062 -0.2346
C 4.381786 1.408484 -1.220551 -0.3651 1.3213 -0.3550
N 3.520286 0.293212 -1.436134 -2.1646 -3.7073 1.3897
C 2.261026 0.057439 -0.805750 1.4833 0.2568 -1.8358
Se 1.420264 1.588697 -0.134808 0.6533 -0.7634 0.5338
N 1.883437 -1.238417 -1.056560 0.2628 0.7236 1.3078
C 2.939380 -1.916419 -1.673399 -0.1522 2.0466 0.2420
C 3.046216 -3.182633 -2.163163 0.7910 -0.5998 -0.4755
C 4.232064 -3.512868 -2.813140 -0.4937 0.3101 0.4033
C 5.298633 -2.609098 -2.913646 0.5028 1.0629 -0.2951
C 5.194333 -1.310264 -2.432178 0.1831 -0.2576 -0.0888
C 3.981291 -0.963341 -1.864731 -1.1718 0.8123 0.3818
H 4.769573 1.408171 -0.220200 0.5368 -0.2371 0.4417
H 3.771891 2.319101 -1.294463 0.4844 -0.0766 -0.3885
H 5.156598 1.357838 -1.981656 0.0082 0.4072 0.1711
H 1.046367 -1.656106 -0.575373 0.9811 0.7110 -0.6748
H 2.237279 -3.857176 -2.052855 -0.4166 -0.7479 -0.0189
H 4.361162 -4.471434 -3.265270 -0.0869 -0.5417 -0.0840
H 6.195999 -2.885608 -3.470086 -0.2213 -0.0808 0.3668
H 5.974562 -0.558629 -2.463589 0.1758 -0.3672 -0.3377